Entry 1:
{"formula": "C41H32N5O3PRuS", "method": "wB97M-V/def2-TZVPD", "species": ["Ru", "N", "C", "S", "N", "N", "C", "C", "C", "C", "C", "C", "C", "O", "H", "H", "H", "H", "H", "H", "H", "C", "C", "C", "C", "C", "C", "P", "C", "C", "C", "C", "C", "C", "C", "C", "C", "C", "C", "C", "H", "H", "H", "H", "H", "H", "H", "H", "H", "H", "H", "H", "H", "H", "O", "C", "N", "C", "C", "O", "N", "C", "C", "C", "C", "C", "C", "C", "C", "C", "C", "C", "C", "H", "H", "H", "H", "H", "H", "H", "H", "H", "H", "H"], "coordinates": [[0.103, 0.596, -0.130], [2.159, 1.864, 3.736], [1.383, 1.360, 2.715], [1.121, 2.378, 1.327], [0.854, 0.198, 2.876], [0.155, -0.392, 1.904], [-0.693, -1.315, 2.328], [-1.328, -2.315, 1.562], [-2.043, -3.324, 2.227], [-2.601, -4.382, 1.548], [-2.467, -4.464, 0.161], [-1.817, -3.472, -0.534], [-1.215, -2.373, 0.126], [-0.549, -1.520, -0.546], [2.720, 2.657, 3.468], [2.646, 1.151, 4.258], [-0.878, -1.335, 3.405], [-2.097, -3.280, 3.308], [-3.117, -5.165, 2.088], [-2.852, -5.326, -0.369], [-1.700, -3.532, -1.607], [6.688, -1.039, -3.408], [6.261, -1.760, -2.306], [5.190, -1.314, -1.549], [4.524, -0.142, -1.891], [4.989, 0.596, -2.976], [6.064, 0.156, -3.725], [2.959, 0.442, -1.098], [2.988, -0.710, 0.332], [3.763, -0.298, 1.414], [3.885, -1.102, 2.531], [3.222, -2.316, 2.584], [2.433, -2.721, 1.517], [2.322, -1.929, 0.388], [1.799, -0.274, -2.319], [2.087, -1.172, -3.342], [1.100, -1.470, -4.263], [-0.138, -0.847, -4.196], [-0.438, 0.006, -3.142], [0.527, 0.286, -2.186], [7.505, -1.405, -4.014], [6.757, -2.686, -2.045], [4.863, -1.884, -0.689], [4.489, 1.521, -3.228], [6.414, 0.739, -4.565], [4.276, 0.654, 1.363], [4.495, -0.770, 3.361], [3.319, -2.939, 3.464], [1.897, -3.659, 1.558], [1.716, -2.239, -0.451], [3.061, -1.636, -3.405], [1.298, -2.205, -5.032], [-0.894, -1.061, -4.942], [-1.428, 0.441, -3.065], [-4.140, 0.443, -0.153], [-3.431, 1.369, -0.468], [-3.910, 2.560, -1.016], [-2.871, 3.570, -1.005], [-1.650, 2.647, -0.806], [-0.489, 2.980, -1.012], [-2.063, 1.445, -0.413], [-3.091, 4.502, 0.169], [-2.287, 4.514, 1.297], [-2.618, 5.330, 2.366], [-3.751, 6.124, 2.320], [-4.544, 6.130, 1.183], [-4.212, 5.324, 0.113], [-2.735, 4.337, -2.289], [-2.025, 5.532, -2.294], [-1.929, 6.273, -3.456], [-2.533, 5.826, -4.619], [-3.197, 4.612, -4.627], [-3.292, 3.865, -3.468], [-4.865, 2.820, -0.827], [-1.405, 3.893, 1.348], [-1.990, 5.338, 3.244], [-4.018, 6.742, 3.166], [-5.424, 6.758, 1.131], [-4.825, 5.321, -0.779], [-1.554, 5.874, -1.385], [-1.391, 7.209, -3.455], [-2.479, 6.419, -5.522], [-3.653, 4.249, -5.538], [-3.803, 2.913, -3.457]], "homo_energy_ev": [-4.2, -4.5], "spin_multiplicity": 6, "total_charge": -1, "e_lumo_ev": [2.64, 1.67], "mol_weight_g_mol": 806.9, "energy_ha": -2915.55307, "homo_lumo_gap_ev": [6.813, 6.154]}

Entry 2:
{"formula": "C41H33BrClN7O4Re", "method": "wB97M-V/def2-TZVPD", "species": ["Re", "Br", "C", "C", "C", "C", "O", "C", "C", "N", "C", "C", "C", "C", "C", "C", "C", "C", "N", "C", "C", "H", "H", "H", "H", "H", "H", "H", "H", "H", "H", "C", "N", "C", "C", "N", "C", "C", "C", "C", "C", "C", "N", "C", "N", "C", "C", "C", "C", "C", "C", "N", "H", "H", "H", "H", "H", "H", "H", "H", "H", "H", "H", "H", "H", "H", "H", "C", "C", "C", "C", "Cl", "C", "C", "C", "O", "C", "C", "O", "O", "H", "H", "H", "H", "H", "H", "H", "H"], "coordinates": [[0.056, -0.665, -0.497], [7.467, 0.516, -0.805], [5.578, 0.410, -0.976], [5.032, 1.326, -1.922], [3.669, 1.192, -2.216], [2.888, 0.276, -1.530], [1.564, 0.367, -1.690], [3.499, -0.752, -0.844], [2.838, -1.999, -0.613], [1.511, -2.106, -0.854], [1.003, -3.316, -1.387], [1.776, -4.446, -1.706], [1.136, -5.562, -2.293], [-0.156, -5.480, -2.903], [-0.864, -4.244, -2.732], [-2.080, -3.989, -3.362], [-2.646, -2.735, -3.170], [-1.962, -1.739, -2.494], [-0.849, -2.003, -1.768], [-0.284, -3.220, -1.882], [4.821, -0.636, -0.385], [5.694, 2.039, -2.378], [3.201, 1.863, -2.970], [3.553, -2.837, -0.585], [2.847, -4.439, -1.538], [1.673, -6.512, -2.296], [-0.599, -6.319, -3.426], [-2.588, -4.730, -4.069], [-3.553, -2.441, -3.683], [-2.335, -0.691, -2.444], [5.348, -1.328, 0.306], [-0.060, 1.729, 1.648], [0.967, 0.861, 1.002], [1.730, 0.093, 1.991], [0.797, -1.090, 2.281], [0.121, -1.735, 1.310], [-0.623, -2.791, 1.958], [-1.532, -3.686, 1.442], [-2.271, -4.431, 2.350], [-2.148, -4.264, 3.725], [-1.072, -3.519, 4.203], [-0.410, -2.719, 3.338], [0.563, -1.648, 3.487], [-1.384, 1.011, 1.652], [-1.667, 0.035, 0.770], [-2.949, -0.468, 1.080], [-3.808, -1.338, 0.432], [-5.175, -1.411, 0.863], [-5.612, -0.653, 1.937], [-4.739, 0.253, 2.570], [-3.394, 0.299, 2.220], [-2.401, 1.211, 2.533], [-0.251, 2.613, 0.988], [0.149, 2.103, 2.668], [1.613, 1.586, 0.593], [1.993, 0.632, 2.915], [2.658, -0.346, 1.519], [-1.823, -3.771, 0.339], [-3.039, -5.148, 2.072], [-2.890, -4.789, 4.380], [-0.768, -3.469, 5.257], [1.116, -1.517, 4.313], [-3.515, -1.846, -0.484], [-5.920, -1.922, 0.270], [-6.635, -0.705, 2.261], [-5.088, 0.979, 3.336], [-2.408, 1.907, 3.293], [-0.999, 5.418, 0.262], [0.420, 5.655, -0.169], [0.903, 6.965, -0.193], [2.245, 7.271, -0.464], [2.604, 8.946, -0.400], [3.105, 6.211, -0.896], [2.588, 4.966, -1.071], [1.294, 4.642, -0.649], [0.820, 3.367, -0.850], [0.038, 2.961, -2.000], [-1.108, 1.970, -1.597], [-2.165, 2.479, -1.212], [-0.857, 0.694, -1.732], [-1.052, 4.789, 1.201], [-1.673, 4.937, -0.471], [-1.474, 6.357, 0.595], [0.259, 7.811, 0.042], [4.190, 6.301, -1.051], [3.206, 4.200, -1.520], [0.720, 2.397, -2.673], [-0.432, 3.816, -2.552]], "homo_energy_ev": [-11.5, -12.4], "spin_multiplicity": 4, "relative_energy_ev": 0.000, "total_charge": 2, "e_lumo_ev": [-5.65, -8.46], "mol_weight_g_mol": 989.3, "energy_ha": -5378.39618, "homo_lumo_gap_ev": [5.864, 3.941]}

Entry 3:
{"formula": "C41H33InN7O2PS5", "method": "wB97M-V/def2-TZVPD", "species": ["In", "C", "O", "C", "C", "C", "C", "C", "C", "N", "N", "C", "C", "C", "C", "O", "C", "N", "C", "C", "C", "C", "H", "H", "H", "H", "H", "H", "H", "H", "H", "H", "H", "H", "S", "C", "S", "C", "C", "S", "S", "S", "N", "P", "C", "C", "C", "C", "C", "C", "C", "C", "C", "C", "C", "C", "C", "C", "C", "C", "C", "N", "H", "H", "H", "H", "H", "H", "H", "H", "H", "H", "H", "H", "H", "H", "H", "N", "C", "C", "C", "N", "C", "C", "H", "H", "H", "H", "H", "H"], "coordinates": [[-0.966, -0.826, -0.052], [1.014, -4.887, 5.175], [2.407, -5.018, 4.924], [3.081, -3.891, 4.601], [2.515, -2.617, 4.584], [3.284, -1.526, 4.204], [4.613, -1.691, 3.836], [5.187, -2.955, 3.931], [4.429, -4.051, 4.289], [5.513, -0.634, 3.442], [5.173, 0.301, 2.701], [3.850, 0.381, 2.136], [3.167, 1.555, 2.305], [1.852, 1.735, 1.845], [1.201, 0.740, 1.148], [-0.028, 0.879, 0.702], [1.944, -0.467, 0.888], [1.302, -1.428, 0.171], [1.900, -2.560, -0.104], [3.229, -2.808, 0.279], [3.902, -1.855, 0.990], [3.260, -0.649, 1.356], [0.639, -5.891, 5.346], [0.504, -4.448, 4.317], [0.828, -4.275, 6.061], [1.477, -2.463, 4.841], [2.827, -0.547, 4.187], [6.240, -3.066, 3.702], [4.861, -5.043, 4.341], [3.658, 2.353, 2.852], [1.328, 2.666, 2.024], [1.320, -3.297, -0.650], [3.701, -3.742, 0.010], [4.932, -2.023, 1.278], [-4.479, -6.652, 2.807], [-3.656, -5.381, 2.173], [-3.650, -4.973, 0.497], [-2.593, -3.575, 0.581], [-2.131, -3.256, 1.807], [-1.104, -1.917, 2.256], [-2.701, -4.287, 3.106], [-2.279, -2.763, -0.944], [-2.915, 2.530, -0.701], [-1.498, 2.270, -1.634], [-2.023, 3.208, -3.130], [-2.866, 2.540, -4.020], [-3.365, 3.177, -5.146], [-3.016, 4.495, -5.406], [-2.175, 5.169, -4.533], [-1.680, 4.532, -3.400], [-0.273, 3.405, -0.901], [0.992, 3.425, -1.489], [1.969, 4.294, -1.029], [1.697, 5.136, 0.043], [0.451, 5.101, 0.651], [-0.532, 4.237, 0.181], [-3.657, 1.606, 0.007], [-4.961, 1.974, 0.379], [-5.731, 1.103, 1.105], [-5.198, -0.135, 1.458], [-3.918, -0.417, 1.052], [-3.141, 0.422, 0.337], [-3.416, 3.389, -0.869], [-3.142, 1.512, -3.822], [-4.022, 2.644, -5.822], [-3.398, 4.994, -6.287], [-1.898, 6.197, -4.731], [-1.018, 5.072, -2.735], [1.208, 2.758, -2.318], [2.947, 4.305, -1.493], [2.461, 5.811, 0.411], [0.241, 5.747, 1.494], [-1.499, 4.205, 0.668], [-5.342, 2.943, 0.081], [-6.738, 1.377, 1.393], [-5.755, -0.858, 2.036], [-3.468, -1.361, 1.315], [0.724, -1.070, -6.396], [0.406, -0.966, -5.077], [-0.914, -1.105, -4.632], [-1.185, -0.981, -3.291], [-0.251, -0.739, -2.360], [1.008, -0.596, -2.789], [1.380, -0.695, -4.110], [0.033, -1.373, -7.058], [1.683, -1.100, -6.685], [-1.715, -1.312, -5.330], [-2.204, -1.081, -2.936], [1.749, -0.377, -2.032], [2.417, -0.564, -4.391]], "homo_energy_ev": -6.8, "relative_energy_ev": 0.279, "e_lumo_ev": -0.06, "mol_weight_g_mol": 961.9, "energy_ha": -4638.47611, "homo_lumo_gap_ev": 6.735}

Entry 4:
{"formula": "C41H34BrCl2GeNOReSi", "method": "wB97M-V/def2-TZVPD", "species": ["Re", "Br", "C", "C", "C", "C", "C", "C", "C", "C", "C", "C", "H", "H", "H", "H", "H", "H", "Cl", "C", "C", "C", "Cl", "C", "C", "C", "C", "N", "C", "C", "O", "H", "H", "H", "H", "C", "Si", "C", "C", "H", "H", "H", "H", "H", "H", "H", "H", "H", "C", "Ge", "C", "C", "C", "C", "C", "C", "C", "C", "C", "C", "C", "C", "C", "C", "C", "C", "C", "C", "H", "H", "H", "H", "H", "H", "H", "H", "H", "H", "H", "H", "H", "H", "H"], "coordinates": [[-0.046, -0.460, 0.097], [-2.184, 1.927, 0.822], [-3.602, 0.818, 0.277], [-4.852, 1.370, 0.164], [-5.933, 0.575, -0.229], [-5.738, -0.755, -0.483], [-4.460, -1.333, -0.360], [-4.312, -2.724, -0.630], [-3.122, -3.351, -0.442], [-2.076, -2.551, 0.063], [-2.032, -1.152, 0.175], [-3.343, -0.546, 0.030], [-4.997, 2.420, 0.379], [-6.916, 1.018, -0.320], [-6.567, -1.388, -0.777], [-5.194, -3.290, -0.909], [-3.003, -4.419, -0.556], [-1.298, -3.121, 0.526], [0.739, 4.435, 0.560], [1.926, 3.274, 0.125], [3.269, 3.673, -0.053], [4.229, 2.771, -0.412], [5.862, 3.294, -0.620], [3.907, 1.403, -0.617], [4.799, 0.389, -1.019], [4.318, -0.879, -1.220], [2.963, -1.151, -0.989], [2.109, -0.244, -0.555], [2.571, 1.032, -0.408], [1.575, 1.961, -0.052], [0.353, 1.468, 0.063], [3.530, 4.712, 0.097], [5.843, 0.624, -1.176], [4.959, -1.685, -1.545], [2.573, -2.144, -1.168], [-1.453, -0.809, 3.432], [0.172, -0.378, 2.606], [0.615, 1.383, 3.067], [1.584, -1.478, 3.158], [-1.307, -0.823, 4.517], [-1.865, -1.769, 3.129], [-2.199, -0.044, 3.205], [0.653, 1.442, 4.159], [-0.119, 2.107, 2.715], [1.598, 1.676, 2.690], [1.626, -1.510, 4.251], [2.541, -1.089, 2.801], [1.469, -2.500, 2.801], [0.423, -2.254, 0.210], [1.376, -4.040, 0.252], [3.322, -3.981, 0.195], [4.072, -3.722, 1.341], [5.459, -3.729, 1.290], [6.109, -4.014, 0.096], [5.372, -4.295, -1.046], [3.985, -4.274, -0.997], [0.846, -4.943, 1.893], [1.475, -6.152, 2.196], [1.143, -6.856, 3.343], [0.180, -6.357, 4.211], [-0.444, -5.152, 3.928], [-0.111, -4.454, 2.776], [0.704, -4.911, -1.355], [0.924, -6.279, -1.528], [0.455, -6.935, -2.656], [-0.242, -6.230, -3.629], [-0.461, -4.869, -3.474], [0.011, -4.215, -2.343], [3.579, -3.529, 2.286], [6.033, -3.527, 2.185], [7.191, -4.033, 0.061], [5.877, -4.538, -1.973], [3.416, -4.503, -1.892], [2.250, -6.545, 1.546], [1.642, -7.791, 3.565], [-0.078, -6.905, 5.108], [-1.190, -4.752, 4.604], [-0.602, -3.512, 2.578], [1.464, -6.847, -0.778], [0.631, -7.996, -2.775], [-0.610, -6.742, -4.509], [-0.999, -4.315, -4.233], [-0.165, -3.150, -2.240]], "homo_energy_ev": [-10.9, -10.9], "total_charge": 1, "e_lumo_ev": [-4.80, -4.80], "mol_weight_g_mol": 994.4, "energy_ha": -7651.58463, "homo_lumo_gap_ev": [6.144, 6.145]}

Entry 5:
{"formula": "C41H34N9O2STi", "method": "wB97M-V/def2-TZVPD", "species": ["Ti", "O", "C", "C", "C", "C", "C", "C", "C", "N", "C", "C", "N", "C", "C", "C", "C", "C", "C", "C", "O", "H", "H", "H", "H", "H", "H", "H", "H", "H", "H", "H", "H", "H", "H", "S", "C", "N", "N", "C", "C", "C", "C", "C", "C", "N", "N", "C", "C", "C", "C", "C", "C", "H", "H", "H", "H", "H", "H", "H", "H", "H", "H", "H", "N", "C", "C", "C", "C", "C", "C", "N", "C", "C", "C", "C", "N", "C", "C", "H", "H", "H", "H", "H", "H", "H", "H", "H"], "coordinates": [[0.473, 0.491, 0.488], [-1.410, 0.176, 0.975], [-2.606, 0.569, 0.637], [-3.707, 0.148, 1.411], [-4.994, 0.493, 1.070], [-5.252, 1.271, -0.066], [-4.188, 1.686, -0.834], [-2.867, 1.358, -0.506], [-1.810, 1.773, -1.403], [-0.563, 1.563, -1.246], [0.327, 2.050, -2.303], [1.592, 1.194, -2.278], [1.994, 1.219, -0.884], [3.077, 1.792, -0.521], [3.306, 2.232, 0.838], [4.597, 2.523, 1.290], [4.807, 3.092, 2.525], [3.697, 3.425, 3.311], [2.417, 3.174, 2.875], [2.179, 2.536, 1.644], [0.953, 2.257, 1.270], [-3.497, -0.463, 2.280], [-5.817, 0.151, 1.686], [-6.266, 1.533, -0.336], [-4.362, 2.277, -1.729], [-2.148, 2.301, -2.303], [0.601, 3.085, -2.077], [-0.161, 2.021, -3.282], [2.367, 1.587, -2.943], [1.352, 0.167, -2.555], [3.829, 2.053, -1.273], [5.440, 2.268, 0.658], [5.812, 3.279, 2.881], [3.844, 3.873, 4.286], [1.559, 3.407, 3.492], [0.966, -1.599, -0.596], [2.368, -1.934, 0.447], [3.239, -2.776, -0.068], [4.357, -2.957, 0.796], [5.486, -2.212, 0.553], [5.436, -1.028, -0.195], [6.588, -0.285, -0.399], [7.808, -0.677, 0.136], [7.860, -1.851, 0.883], [6.724, -2.610, 1.087], [2.467, -1.350, 1.640], [1.503, -0.418, 1.892], [1.512, 0.002, 3.232], [0.368, 0.578, 3.791], [0.391, 1.054, 5.093], [1.541, 0.952, 5.865], [2.671, 0.353, 5.320], [2.663, -0.125, 4.021], [4.546, -3.939, 0.928], [4.488, -0.732, -0.622], [6.538, 0.619, -0.997], [8.700, -0.085, -0.026], [8.802, -2.177, 1.308], [6.774, -3.522, 1.671], [-0.537, 0.643, 3.201], [-0.502, 1.504, 5.512], [1.552, 1.328, 6.881], [3.573, 0.265, 5.914], [3.533, -0.586, 3.577], [-6.171, -4.271, -1.597], [-7.405, -4.758, -1.966], [-8.257, -5.700, -1.398], [-9.446, -5.942, -2.059], [-9.775, -5.266, -3.245], [-8.923, -4.332, -3.801], [-7.717, -4.077, -3.151], [-6.695, -3.207, -3.485], [-5.800, -3.352, -2.546], [-4.524, -2.628, -2.482], [-4.129, -1.836, -3.556], [-2.930, -1.152, -3.463], [-2.127, -1.208, -2.403], [-2.496, -1.978, -1.387], [-3.683, -2.696, -1.378], [-5.620, -4.561, -0.810], [-8.004, -6.220, -0.483], [-10.139, -6.667, -1.652], [-10.717, -5.486, -3.729], [-9.174, -3.810, -4.715], [-4.760, -1.763, -4.430], [-2.603, -0.517, -4.280], [-1.815, -2.013, -0.542], [-3.935, -3.278, -0.500]], "homo_energy_ev": [-3.0, -3.0], "total_charge": -1, "e_lumo_ev": [1.78, 1.78], "mol_weight_g_mol": 764.7, "energy_ha": -3473.90994, "homo_lumo_gap_ev": [4.731, 4.733]}